[1]
One molecule with the formula C6H8N2O3S at a distorted geometry, computed with ωB97M-V/def2-TZVPD.

Atoms and positions in Å:
1 C -1.2404 -0.5296 -0.5421
2 C -1.8408 -0.2421 0.7006
3 C -1.4406 0.2366 1.9012
4 C 1.0789 -0.1746 -0.0588
5 C -3.3210 -0.5718 0.6750
6 C 3.3399 1.2563 -0.9388
7 N 0.0771 -0.4215 -0.9288
8 N 0.7010 0.1407 1.1179
9 O 1.5117 0.4865 2.0864
10 O -1.4444 0.5485 2.9989
11 O 2.2978 -0.9640 -2.1858
12 S 2.7672 -0.5643 -0.8225
13 H -1.8749 -0.8548 -1.3334
14 H -3.5792 -1.4424 -0.0110
15 H -3.6989 -0.9498 1.7482
16 H -3.9055 0.2401 0.4186
17 H 3.3594 1.4584 -2.0113
18 H 4.3357 1.2820 -0.6127
19 H 2.5884 1.8123 -0.2509
20 H 0.2887 -0.7466 -1.9508

## Properties
Orbital gap (alpha / beta): 7.278 / 7.274 eV

***

[2]
A 16-piece molecular cluster, C36H111N7O16 overall at a distorted geometry, computed with ωB97M-V/def2-TZVPD.

Atoms and positions in Å:
1 C 2.8239 1.7160 -5.8913
2 C 1.4977 1.3672 -5.2526
3 C 1.3230 -0.0754 -4.8117
4 O 1.1941 -0.9156 -5.9656
5 C 1.2218 -2.3139 -5.7624
6 N 1.3191 2.1625 -4.0232
7 H 3.6159 1.1693 -5.3163
8 H 2.9611 2.7984 -5.8680
9 H 2.8859 1.1663 -6.8402
10 H 0.6830 1.6280 -5.9826
11 H 0.3913 -0.1900 -4.2134
12 H 2.1920 -0.4052 -4.1986
13 H 2.2410 -2.6524 -5.6470
14 H 0.8572 -2.7345 -6.6921
15 H 0.5911 -2.6751 -4.9630
16 H 2.1414 2.0021 -3.4011
17 H 0.5581 1.8380 -3.4211
18 C 1.7721 4.2030 2.8960
19 C 0.3740 4.8582 2.8046
20 C -0.0202 5.7856 4.0193
21 O -0.0097 5.1907 5.3489
22 C -1.1531 4.5342 5.6650
23 N 0.1917 5.6304 1.6201
24 H 1.9414 3.7896 3.9245
25 H 2.5860 4.9048 2.7119
26 H 1.8800 3.3908 2.1895
27 H -0.3303 4.0880 2.9218
28 H -0.9968 6.1108 3.7856
29 H 0.6866 6.6105 3.9783
30 H -1.3279 4.3481 6.7484
31 H -1.1696 3.6181 5.0069
32 H -1.9870 5.1462 5.4029
33 H -0.8006 5.8327 1.5109
34 H 0.4781 5.0555 0.8048
35 C 0.8348 -6.3178 -3.8182
36 C 2.1679 -5.6908 -4.1519
37 C 2.3654 -4.5212 -3.2362
38 O 3.4137 -3.7187 -3.7325
39 C 3.8925 -2.8864 -2.6978
40 N 3.1905 -6.7112 -4.1903
41 H 0.8448 -6.6753 -2.7398
42 H 0.6344 -7.2163 -4.4431
43 H 0.1139 -5.5006 -3.9121
44 H 2.0623 -5.3041 -5.1600
45 H 2.5013 -4.8651 -2.2045
46 H 1.4951 -3.7997 -3.2513
47 H 3.0659 -2.4095 -2.1459
48 H 4.5016 -2.1221 -3.1409
49 H 4.5077 -3.4140 -1.9987
50 H 4.1094 -6.3100 -4.1133
51 H 3.0154 -7.3374 -3.3938
52 C 4.2788 -1.6200 1.5155
53 C 3.3356 -1.2127 2.7253
54 C 2.6497 -2.4108 3.2923
55 O 1.8147 -2.9227 2.2865
56 C 1.3163 -4.1516 2.6866
57 N 4.1713 -0.5519 3.7181
58 H 4.4698 -0.6900 0.8983
59 H 3.7792 -2.3207 0.8602
60 H 5.2432 -2.0320 2.0287
61 H 2.5316 -0.5588 2.3795
62 H 2.0756 -2.2092 4.2230
63 H 3.3990 -3.1650 3.6398
64 H 2.1580 -4.7632 3.0474
65 H 0.7232 -4.5954 1.8920
66 H 0.6071 -3.9321 3.5281
67 H 3.6221 -0.0565 4.3883
68 H 4.7526 -1.2172 4.2234
69 C -3.5787 0.0199 -1.6429
70 C -2.7889 -0.8039 -0.6490
71 C -1.3573 -0.4747 -0.8686
72 O -0.5654 -1.5773 -0.3799
73 C 0.8400 -1.4934 -0.3939
74 N -3.0643 -0.4134 0.7866
75 H -3.2737 -0.3572 -2.6654
76 H -3.3897 1.1283 -1.5038
77 H -4.6614 -0.0848 -1.5433
78 H -2.9665 -1.8682 -0.7948
79 H -1.1986 0.4536 -0.3744
80 H -1.2470 -0.3858 -1.9932
81 H 1.1933 -1.3543 -1.4445
82 H 1.2995 -2.4507 0.0459
83 H 1.2007 -0.6513 0.1859
84 H -2.4011 -0.9062 1.4221
85 H -4.0221 -0.5686 0.9272
86 C -2.5363 1.2867 -5.1224
87 C -2.9637 2.5445 -4.4667
88 C -1.9917 3.2813 -3.5755
89 O -1.7719 2.3839 -2.4185
90 C -1.3965 3.1595 -1.2481
91 N -3.3777 3.4929 -5.5330
92 H -1.8145 1.4816 -5.9240
93 H -3.3579 0.8271 -5.6451
94 H -2.1405 0.5075 -4.4745
95 H -3.8488 2.2859 -3.7744
96 H -2.4147 4.2382 -3.3097
97 H -1.0005 3.4429 -4.0480
98 H -0.9927 2.4335 -0.4714
99 H -2.1908 3.7304 -0.8502
100 H -0.5976 3.8385 -1.5867
101 H -4.0773 3.0101 -6.0407
102 H -2.6113 3.6175 -6.1139
103 C -1.6142 -0.2361 6.5772
104 C -1.9481 0.4898 5.2487
105 C -0.4923 0.7292 4.6175
106 O -0.6109 1.4320 3.3812
107 C 0.1171 0.8377 2.3528
108 N -2.7870 -0.2895 4.2405
109 H -2.5370 -0.4746 7.1831
110 H -1.0442 0.5409 7.0866
111 H -1.0885 -1.2064 6.4756
112 H -2.4065 1.4799 5.4299
113 H -0.0301 -0.2433 4.5733
114 H 0.0795 1.3438 5.2822
115 H -0.5175 0.9598 1.4304
116 H 0.2684 -0.2076 2.5434
117 H 1.0976 1.3053 2.2684
118 H -2.8323 0.1885 3.3337
119 H -3.7301 -0.5123 4.5180
120 O -3.1765 2.0009 2.1310
121 H -3.0341 1.2324 1.6105
122 H -2.3525 2.2715 2.5293
123 C -1.1563 -3.6823 -2.7239
124 O -1.4047 -3.9147 -1.3641
125 H -1.4864 -4.5280 -3.2530
126 H -1.8411 -2.9577 -3.1457
127 H -0.1700 -3.4834 -2.9020
128 H -1.2699 -3.0364 -0.9272
129 C 5.3864 2.1384 1.9435
130 O 4.4037 1.7288 0.9688
131 H 6.3715 1.5325 1.9004
132 H 5.4708 3.2270 1.7682
133 H 5.0097 2.0040 2.9536
134 H 4.9142 1.7808 0.1197
135 C 2.2851 3.8089 -0.7440
136 O 1.8932 2.3803 -0.7437
137 H 1.4152 4.4334 -0.9577
138 H 2.7287 4.1704 0.2189
139 H 2.9210 3.8791 -1.6203
140 H 2.5238 1.9528 -0.1151
141 C -3.9851 5.0362 2.5592
142 O -3.3046 4.6065 1.3646
143 H -4.5920 5.9943 2.3589
144 H -4.5849 4.2383 3.0044
145 H -3.2405 5.2923 3.3209
146 H -3.2393 3.6222 1.4127
147 C -1.7368 -3.0179 2.6397
148 O -1.4531 -2.8917 4.0774
149 H -0.9787 -2.5556 2.0017
150 H -1.7272 -4.1043 2.4412
151 H -2.6947 -2.5557 2.4894
152 H -1.9586 -2.1348 4.3330
153 C -4.1330 -4.1530 0.1147
154 O -5.3775 -4.0174 0.7765
155 H -3.7226 -5.1758 0.1976
156 H -4.2222 -3.7457 -0.9787
157 H -3.3504 -3.5369 0.6632
158 H -5.6340 -4.9248 0.9125
159 C -5.7301 -1.6397 3.3330
160 O -4.8272 -1.8772 2.2628
161 H -6.5974 -2.3037 3.3272
162 H -5.2367 -1.7832 4.2892
163 H -6.1463 -0.5986 3.2980
164 H -5.2081 -2.7175 1.9415
165 C 4.5537 0.7522 -2.2633
166 O 5.5544 0.4120 -1.3001
167 H 4.4904 0.0767 -3.1075
168 H 3.5843 0.8843 -1.7397
169 H 4.5816 1.7740 -2.7499
170 H 6.3704 0.4219 -1.7732

## Properties
Orbital gap: 9.222 eV

***

| no. | E_tot (eV) |
| --- | --- |
| 1 | -26303.943 |
| 2 | -82313.763 |